No. 1
C14H13ClN3O4S3Ta | ωB97M-V/def2-TZVPD

ORCA input file:
```
! wB97M-V def2-TZVPD RIJCOSX def2/J DEFGRID3
* xyz 2 1
Ta -0.151 0.948 -0.768
C 5.366 3.175 -0.461
S 4.310 2.767 -1.862
C 2.886 2.237 -1.083
S 1.582 1.846 -2.204
N 2.742 2.189 0.191
N 1.503 1.733 0.576
C 1.242 1.894 1.820
C 0.019 1.314 2.337
C -0.348 1.385 3.658
C -1.465 0.667 4.076
C -2.143 -0.112 3.158
C -1.735 -0.106 1.833
N -0.684 0.615 1.422
H 6.205 3.715 -0.893
H 5.714 2.267 0.025
H 4.831 3.810 0.239
H 1.970 2.381 2.460
H 0.238 1.976 4.349
H -1.785 0.705 5.109
H -2.982 -0.726 3.452
H -2.250 -0.703 1.096
O -2.522 0.703 -0.681
Cl -2.324 1.922 -1.485
O -3.454 2.539 -1.994
O -1.456 2.752 -0.609
O -1.333 1.432 -2.508
S 0.614 -1.231 -0.959
C -0.459 -2.567 -1.392
C -1.776 -2.371 -1.810
C -2.519 -3.470 -2.198
C -1.957 -4.743 -2.157
C -0.645 -4.923 -1.743
C 0.119 -3.833 -1.356
H -2.210 -1.383 -1.864
H -3.534 -3.334 -2.547
H -2.549 -5.597 -2.458
H -0.208 -5.912 -1.729
H 1.147 -3.962 -1.041
*
```

Properties
- total energy (eV) = -73946.238
- HOMO level (alpha / beta) (eV) = -14.764 / -14.764
- relative energy (zero: lowest compared OMol25 entry of this formula, charge and spin) (kcal per mole) = 8.7

---

No. 2
C43H58IrN10O6P2Se | ωB97M-V/def2-TZVPD

ORCA input file:
```
! wB97M-V def2-TZVPD RIJCOSX def2/J DEFGRID3
* xyz 3 1
Ir -0.656 0.469 -0.540
C -3.963 -1.981 2.570
N -4.513 -0.860 1.794
C -5.836 -0.410 2.246
P -3.489 0.180 1.107
O -2.274 -0.532 0.564
O -3.024 1.177 2.318
P -1.711 2.110 2.232
O -1.167 2.061 0.808
N -2.214 3.574 2.649
C -3.438 3.878 3.398
C -1.425 4.744 2.232
N -0.627 1.554 3.323
C 0.174 0.374 2.986
C -1.116 1.510 4.712
N -4.256 1.147 0.044
C -4.870 2.412 0.470
C -3.820 1.162 -1.354
H -4.658 -2.818 2.514
H -3.830 -1.716 3.622
H -3.009 -2.290 2.151
H -6.489 -1.278 2.316
H -6.268 0.279 1.525
H -5.786 0.065 3.229
H -3.948 2.964 3.690
H -4.112 4.484 2.791
H -3.187 4.442 4.297
H -0.481 4.429 1.792
H -1.215 5.373 3.097
H -1.979 5.330 1.497
H 0.589 0.483 1.988
H -0.415 -0.549 3.041
H 1.003 0.296 3.688
H -1.657 2.424 4.951
H -0.261 1.437 5.381
H -1.772 0.651 4.881
H -5.182 2.366 1.509
H -5.747 2.604 -0.146
H -4.167 3.243 0.350
H -3.362 0.214 -1.624
H -3.104 1.976 -1.533
H -4.685 1.328 -1.997
C 3.068 -0.349 6.840
C 3.601 -0.938 5.560
C 3.641 -0.207 4.381
C 4.126 -0.750 3.195
C 4.606 -2.051 3.182
N 5.190 -2.668 2.037
C 5.274 -2.230 0.749
O 6.212 -2.435 0.020
N 4.170 -1.501 0.242
C 2.818 -1.729 0.436
C 2.289 -2.782 1.188
C 0.920 -2.927 1.257
C 0.083 -2.030 0.619
N 0.589 -1.006 -0.088
C 1.920 -0.872 -0.184
C 4.586 -2.794 4.358
C 4.084 -2.246 5.524
H 2.881 0.720 6.740
H 3.773 -0.497 7.658
H 2.138 -0.839 7.134
H 3.325 0.831 4.391
H 4.182 -0.131 2.310
H 5.901 -3.357 2.238
H 4.427 -1.078 -0.637
H 2.943 -3.490 1.675
H 0.490 -3.753 1.806
H -0.989 -2.115 0.653
H 2.269 -0.071 -0.803
H 4.977 -3.805 4.362
H 4.083 -2.839 6.430
C -0.232 -4.287 -3.299
O -1.200 -3.235 -3.348
C -2.148 -3.191 -2.396
C -2.152 -3.988 -1.254
C -3.211 -3.936 -0.360
C -4.294 -3.099 -0.592
C -4.301 -2.315 -1.729
C -3.230 -2.333 -2.614
N -3.384 -1.575 -3.813
C -2.559 -1.018 -4.665
C -1.177 -0.694 -4.594
C -0.513 -0.615 -5.841
C 0.843 -0.445 -5.924
C 1.567 -0.288 -4.738
C 0.932 -0.262 -3.515
C -0.449 -0.444 -3.404
O -1.129 -0.341 -2.272
H 0.369 -4.174 -4.196
H -0.720 -5.261 -3.305
H 0.407 -4.192 -2.419
H -1.339 -4.678 -1.079
H -3.205 -4.590 0.503
H -5.133 -3.075 0.089
H -5.159 -1.687 -1.951
H -4.356 -1.528 -4.099
H -3.047 -0.761 -5.601
H -1.098 -0.742 -6.745
H 1.342 -0.448 -6.882
H 2.644 -0.166 -4.786
H 1.483 -0.112 -2.609
C 1.217 3.888 -3.963
N 2.291 3.105 -3.358
C 2.242 2.410 -2.221
Se 0.794 2.447 -0.986
N 3.451 1.859 -2.021
C 4.319 2.210 -3.054
C 5.659 1.925 -3.290
C 6.202 2.464 -4.438
C 5.440 3.252 -5.320
C 4.115 3.543 -5.073
C 3.572 3.003 -3.910
H 0.291 3.696 -3.431
H 1.111 3.597 -5.005
H 1.460 4.948 -3.905
H 3.711 1.356 -1.192
H 6.253 1.322 -2.615
H 7.244 2.286 -4.663
H 5.908 3.642 -6.213
H 3.536 4.163 -5.744
*
```

Properties
- total energy (eV) = -159464.509
- HOMO level (eV) = -14.233
- relative energy (zero: lowest compared OMol25 entry of this formula, charge and spin) (kcal per mole) = 44.9

---

No. 3
C4H7NO | ωB97M-V/def2-TZVPD

ORCA input file:
```
! wB97M-V def2-TZVPD RIJCOSX def2/J DEFGRID3
* xyz 0 1
H -2.041 0.269 -1.106
N -2.057 0.837 -0.259
C -1.030 0.402 0.324
C -0.252 0.723 1.568
O 0.865 -0.008 1.026
C 0.049 -0.639 0.016
C 0.777 -0.820 -1.310
H -0.018 1.765 1.797
H -0.666 0.224 2.454
H -0.298 -1.630 0.358
H 1.726 -1.330 -1.097
H 0.231 -1.465 -2.012
H 1.015 0.127 -1.803
*
```

Properties
- total energy (eV) = -7797.383
- HOMO level (eV) = -10.037
- relative energy (zero: lowest compared OMol25 entry of this formula, charge and spin) (kcal per mole) = 52.1